No. 1
C35H56BrMgN7OSbSi3 as an isolated structure, computed with wB97M-V/def2-TZVPD.

Total energy: -155341.7526 eV
Total charge: +1
Frontier orbital gap: 6.984 eV
Max |F|: 0.4 eV/Å
Highest occupied orbital energy: -9.9 eV
Energy relative to the best compared isomer or geometry (same formula, charge and spin): 3.88 kcal per mole
Multiplicity: 1

Each line ends with the Mulliken charge.
Element x y z (Å)
Mg: 1.1406 -1.2256 0.3086  2.554
N: -2.1938 -0.3828 3.0277  0.270
C: -1.3496 -0.8911 2.1281  -0.631
N: -0.2294 -0.3423 1.7777  -0.125
C: 0.1233 0.8892 2.3090  -0.185
N: 1.2504 1.4576 2.0184  -1.616
N: 2.0210 0.6614 1.1930  1.278
C: 3.1586 1.1159 0.8674  -1.111
C: 4.0348 0.2502 0.0690  0.921
C: 5.3207 0.6513 -0.2624  -0.836
C: 6.1307 -0.2277 -0.9674  -0.520
C: 5.6253 -1.4694 -1.3072  -0.894
C: 4.3175 -1.7757 -0.9449  -0.387
N: 3.5304 -0.9409 -0.2827  0.305
C: -0.8013 1.5455 3.2328  0.896
C: -0.5513 2.8038 3.7864  -0.068
C: -1.4494 3.3633 4.6694  -0.767
C: -2.6112 2.6719 5.0198  -0.470
C: -2.8757 1.4279 4.4867  -0.867
C: -1.9668 0.8711 3.5913  -0.200
H: -3.0705 -0.8500 3.1986  0.350
H: -1.6194 -1.8379 1.6734  0.314
H: 3.4995 2.0960 1.1961  0.399
H: 5.6804 1.6250 0.0422  0.508
H: 7.1408 0.0509 -1.2358  0.441
H: 6.2210 -2.1929 -1.8458  0.472
H: 3.8875 -2.7377 -1.2036  0.522
H: 0.3557 3.3197 3.5047  0.498
H: -1.2542 4.3379 5.0949  0.444
H: -3.3129 3.1141 5.7143  0.444
H: -3.7755 0.8871 4.7532  0.418
Br: 4.5245 -5.2729 4.7520  -0.115
C: 3.6113 -4.1363 3.5658  0.192
C: 2.8535 -4.6657 2.5365  -0.821
C: 2.1946 -3.7858 1.6942  -0.446
N: 2.2641 -2.4588 1.8224  -0.133
C: 3.0011 -1.9689 2.8217  -0.243
C: 3.6903 -2.7615 3.7204  -0.791
H: 2.7688 -5.7326 2.3911  0.467
H: 1.5771 -4.1478 0.8816  0.350
H: 3.0420 -0.8897 2.9038  0.287
H: 4.2703 -2.3167 4.5155  0.459
C: -2.5021 4.7325 0.6773  -0.925
Si: -4.0763 3.7452 0.4333  0.535
C: -5.0994 4.5382 -0.9207  -1.014
C: -5.0478 3.7184 2.0364  -0.729
Sb: -3.3323 1.3500 -0.0743  -0.462
Si: -5.6083 0.2022 0.0355  0.458
C: -5.5417 -1.3235 -1.0511  -1.124
C: -7.0485 1.2843 -0.4733  -0.992
C: -5.8351 -0.3431 1.8238  -0.968
Si: -3.1188 1.5070 -2.6064  0.222
C: -2.3660 -0.1159 -3.1719  -0.210
C: -1.9452 2.9393 -2.9444  -0.865
C: -4.7126 1.7863 -3.5501  -0.994
H: -2.7286 5.7733 0.9223  0.399
H: -1.8868 4.7252 -0.2249  0.259
H: -1.9071 4.3116 1.4900  0.146
H: -5.3678 5.5567 -0.6272  0.437
H: -6.0230 3.9906 -1.1141  0.268
H: -4.5400 4.6020 -1.8557  0.237
H: -5.2994 4.7369 2.3433  0.419
H: -4.4551 3.2645 2.8328  -0.010
H: -5.9797 3.1582 1.9459  0.233
H: -5.4968 -1.0583 -2.1089  0.253
H: -6.4333 -1.9378 -0.9018  0.411
H: -4.6673 -1.9360 -0.8227  0.304
H: -6.9389 1.6370 -1.4996  0.255
H: -7.1519 2.1559 0.1743  0.261
H: -7.9777 0.7115 -0.4117  0.425
H: -5.1383 -1.1533 2.0576  0.194
H: -6.8443 -0.7269 1.9913  0.423
H: -5.6674 0.4777 2.5245  0.216
H: -1.4737 -0.3584 -2.5926  -0.509
H: -2.1072 -0.0799 -4.2338  0.321
H: -3.0747 -0.9341 -3.0317  0.401
H: -1.0881 2.9099 -2.2677  0.125
H: -2.4465 3.8955 -2.7813  0.322
H: -1.5906 2.9282 -3.9788  0.356
H: -5.3850 0.9326 -3.4474  0.245
H: -4.4926 1.9050 -4.6148  0.400
H: -5.2424 2.6786 -3.2154  0.276
O: 1.1579 -0.0348 -1.4159  -0.652
C: 1.1625 -0.1966 -2.6465  -0.274
C: 1.2959 -1.5577 -3.2742  0.217
C: 2.5030 -1.7108 -4.2097  -0.753
C: 2.2999 -1.1505 -5.6127  -0.934
C: 2.1117 0.3603 -5.6670  -0.872
C: 0.8914 0.8525 -4.9009  -0.495
N: 1.0585 0.8663 -3.4507  0.118
H: 0.3697 -1.7745 -3.8183  0.598
H: 1.3439 -2.2671 -2.4508  -0.378
H: 2.7225 -2.7771 -4.2904  0.434
H: 3.3811 -1.2479 -3.7503  0.284
H: 1.4275 -1.6348 -6.0645  0.343
H: 3.1569 -1.4243 -6.2313  0.396
H: 1.9983 0.6664 -6.7090  0.394
H: 2.9990 0.8705 -5.2810  0.350
H: 0.0135 0.2544 -5.1651  0.132
H: 0.6697 1.8803 -5.1842  0.502
H: 0.9235 1.7419 -2.9692  0.436
C: -0.1668 -2.7960 -0.3967  -1.732
H: -1.0160 -2.2970 -0.8918  0.270
H: -0.6163 -3.4214 0.3902  0.536
H: 0.2028 -3.5155 -1.1381  0.517

Atomic forces in eV per Å
0.4 0.0 -0.1
0.0 0.0 0.0
0.0 0.0 0.0
0.0 0.1 0.0
-0.1 0.0 0.0
0.1 0.0 -0.1
-0.3 0.0 0.2
0.0 0.1 0.0
0.0 0.1 -0.1
0.0 -0.1 0.0
0.0 0.0 0.0
0.0 0.0 0.0
0.1 0.0 -0.1
0.1 -0.1 0.0
0.0 0.0 0.0
0.0 0.0 0.0
0.0 0.0 0.0
0.0 0.0 0.0
0.0 0.0 0.0
0.0 0.0 0.0
0.0 0.0 0.0
0.0 0.0 0.0
0.0 0.0 0.0
0.0 0.0 0.0
0.0 0.0 0.0
0.0 0.0 0.0
0.0 0.0 0.0
0.0 0.0 0.0
0.0 0.0 0.0
0.0 0.0 0.0
0.0 0.0 0.0
0.0 0.0 0.0
0.0 0.0 0.0
0.0 0.0 0.0
0.0 0.0 0.0
-0.1 -0.1 0.2
0.0 0.0 0.0
0.0 0.0 0.0
0.0 0.0 0.0
0.0 0.0 0.0
0.0 0.0 0.0
0.0 0.0 0.0
0.0 0.0 0.0
0.0 0.0 0.0
0.0 0.0 0.0
0.0 0.0 0.0
0.0 0.0 0.0
0.0 0.0 0.0
0.0 0.0 0.0
0.0 0.0 0.0
0.0 0.0 0.0
0.0 0.1 0.0
0.0 0.0 0.0
0.0 0.0 0.0
0.0 0.0 0.0
0.0 0.0 0.0
0.0 0.0 0.0
0.0 0.0 0.0
0.0 0.0 0.0
0.0 0.0 0.0
0.0 0.0 0.0
0.0 0.0 0.0
0.0 0.0 0.0
0.0 0.0 0.0
0.0 0.0 0.0
0.0 0.0 0.0
0.0 0.0 0.0
0.0 0.0 0.0
0.0 0.0 0.0
0.0 0.0 0.0
0.0 0.0 0.0
0.0 0.0 0.0
0.0 0.0 0.0
0.0 0.0 0.0
0.0 0.0 0.0
0.0 0.0 0.0
0.0 0.0 0.0
0.0 0.0 0.0
0.0 0.0 0.0
0.0 0.0 0.0
0.0 0.0 0.0
0.0 0.0 0.0
-0.2 0.2 -0.2
0.0 -0.1 0.1
0.0 0.0 0.0
0.0 0.0 0.0
0.0 0.0 0.0
0.0 0.0 0.0
0.0 0.0 0.0
0.0 0.1 0.0
0.0 0.0 0.0
0.0 0.0 0.0
0.0 0.0 0.0
0.0 0.0 0.0
0.0 0.0 0.0
0.0 0.0 0.0
0.0 0.0 0.0
0.0 0.0 0.0
0.0 0.0 0.0
0.0 0.0 0.0
0.0 0.0 0.0
0.0 0.0 0.0
0.0 0.0 0.0
0.0 0.0 0.0
0.0 0.0 0.0

No. 2
One molecule with the formula C9H16N2O5S in a non-equilibrium geometry, computed with wB97M-V/def2-TZVPD.

Total energy: -33642.8426 eV
Frontier orbital gap: 8.777 eV
Max |F|: 6.0 eV/Å
Highest occupied orbital energy: -9.5 eV
Energy relative to the best compared isomer or geometry (same formula, charge and spin): 93.50 kcal per mole
SMILES: [H]/N=C(\CC[S@](=N)(=O)C[C@@H](CC)C(=O)O)C(=O)O
Multiplicity: 1

Each line ends with the natural charge from an NBO analysis.
Element x y z (Å)
O: 4.9359 2.0009 0.0019  -0.585
O: -2.6526 -2.1148 1.3418  -0.593
O: 2.7306 -1.0320 0.5462  -0.920
N: 2.1682 1.3633 -2.0772  -0.536
N: 1.3934 -0.9078 2.6555  -1.183
O: 4.9764 0.9421 -2.0260  -0.634
O: -0.9673 -1.9079 2.8615  -0.692
C: 4.3481 1.5999 -1.0105  0.739
C: -1.6504 -1.5104 1.7436  0.788
C: 2.8646 1.8566 -1.0977  0.182
C: -3.5487 0.9174 1.0845  -0.610
C: 2.0609 2.4240 0.0546  -0.461
C: -2.3273 0.4867 0.2491  -0.373
C: -1.1484 -0.2076 1.0389  -0.346
C: 2.1198 1.5117 1.3033  -0.617
C: 0.0785 -0.3930 0.1308  -0.612
S: 1.6284 -0.2489 1.0888  1.899
H: 1.1559 1.4397 -2.0630  0.337
H: 2.2170 -1.5005 2.8319  0.396
H: 5.9247 0.9738 -1.7698  0.504
H: -0.1126 -1.4192 2.9202  0.509
H: -4.1885 1.5504 0.4690  0.215
H: -4.1086 0.0685 1.4555  0.236
H: -3.2065 1.5328 1.9280  0.198
H: 1.0464 2.5028 -0.3244  0.214
H: 2.4306 3.3995 0.3569  0.252
H: -1.9153 1.3739 -0.2265  0.184
H: -2.6077 -0.1879 -0.5561  0.219
H: -0.9030 0.5129 1.8492  0.226
H: 3.1235 1.5051 1.6793  0.284
H: 1.4715 1.9785 2.0820  0.259
H: 0.0121 0.3227 -0.7312  0.242
H: 0.1133 -1.3703 -0.3272  0.280

Atomic forces in eV per Å
-1.0 -0.8 -2.0
2.3 1.4 0.8
-0.2 1.1 -1.6
2.7 0.1 0.2
-0.6 2.6 -3.0
-0.6 1.0 1.3
-2.4 0.1 -1.9
1.5 0.6 1.4
-1.0 -1.5 0.6
-3.2 -1.7 -2.0
0.9 0.1 -0.1
1.0 -0.6 0.4
0.5 -0.7 0.4
-1.2 0.8 0.6
-1.6 1.0 -0.3
-0.4 0.9 0.0
1.6 -3.2 4.8
0.1 0.5 0.5
-0.3 0.4 -0.7
-0.5 -0.2 -0.2
0.9 0.3 0.0
-0.1 -0.1 0.0
-0.1 -0.1 0.0
-0.2 -0.2 -0.1
-0.1 0.3 0.2
0.0 0.2 0.1
0.2 0.2 -0.1
-0.2 -0.1 -0.1
0.1 -0.4 -0.3
0.5 -0.6 0.3
0.3 -0.8 -0.4
0.5 -0.4 1.0
0.3 -0.5 0.1

No. 3
A 2-piece molecular cluster, CHF3N2S overall in a non-equilibrium geometry, computed with wB97M-V/def2-TZVPD.

Total energy: -23017.5401 eV
Frontier orbital gap (alpha / beta): 8.498 / 5.553 eV
Max |F|: 2.6 eV/Å
Highest occupied orbital energy (alpha / beta): -9.3 / -8.0 eV
Energy relative to the best compared isomer or geometry (same formula, charge and spin): 103.90 kcal per mole
Multiplicity: 1

Each line ends with the natural charge from an NBO analysis.
Element x y z (Å)
C: -2.4110 0.1228 -0.0520  0.789
N: 0.8610 -0.8296 -0.0046  -0.243
N: 0.1709 -1.6559 0.3250  0.167
F: -3.5761 0.8310 -0.0959  -0.342
F: -1.6217 0.7094 -0.9145  -0.336
F: -1.8765 0.4611 1.1435  -0.360
S: -2.6567 -1.6644 -0.0989  -0.124
H: 1.2064 0.1794 0.0189  0.449

Atomic forces in eV per Å
-1.6 -0.2 1.8
2.2 1.3 0.2
-1.4 -0.6 -0.2
0.0 -0.6 -0.3
1.1 0.1 -1.8
0.4 0.0 0.8
0.7 0.9 -0.3
-1.5 -1.0 -0.2

No. 4
C9H14IrNSe5Te2 as an isolated structure in a non-equilibrium geometry, computed with wB97M-V/def2-TZVPD.

Total energy: -355209.0618 eV
Frontier orbital gap: 5.962 eV
Max |F|: 1.3 eV/Å
Highest occupied orbital energy: -7.0 eV
Energy relative to the best compared isomer or geometry (same formula, charge and spin): 13.45 kcal per mole
Multiplicity: 1

Each line ends with the natural charge from an NBO analysis.
Element x y z (Å)
Ir: 0.6999 0.8057 -1.1247  0.015
Se: 2.9683 0.5696 -0.3312  -0.303
Te: 3.4900 1.8817 -2.3686  0.129
Te: 2.2306 4.2267 -1.7086  0.085
Se: 0.4291 3.1342 -0.3483  -0.401
C: -2.9777 0.7402 -1.2992  -0.794
Se: -1.4633 1.1526 -2.4380  0.543
C: -1.4730 -0.5189 -3.4671  -0.596
C: -0.9206 -1.6914 -2.6781  -0.589
Se: 0.9660 -1.3359 -2.3103  0.555
C: 1.2829 -2.7993 -1.0789  -0.795
H: -3.8409 0.5656 -1.9370  0.226
H: -3.1425 1.6172 -0.6778  0.253
H: -2.7682 -0.1092 -0.6570  0.239
H: -0.8683 -0.3180 -4.3525  0.237
H: -2.4968 -0.6983 -3.7936  0.239
H: -1.0021 -2.6279 -3.2302  0.235
H: -1.4200 -1.8037 -1.7145  0.231
H: 1.0295 -3.7296 -1.5813  0.227
H: 0.6898 -2.6439 -0.1818  0.253
H: 2.3426 -2.7761 -0.8392  0.251
Se: -0.4116 -0.2738 0.7316  0.011
C: 0.2623 0.3123 2.4215  -0.155
C: 1.1832 1.3248 2.6339  -0.301
C: 1.5368 1.6282 3.9419  0.049
N: 1.0526 1.0122 5.0167  -0.431
C: 0.1739 0.0373 4.7944  0.039
C: -0.2486 -0.3502 3.5349  -0.297
H: 1.6219 1.8712 1.8141  0.248
H: 2.2539 2.4207 4.1277  0.192
H: -0.2165 -0.4667 5.6723  0.189
H: -0.9632 -1.1572 3.4289  0.216

Atomic forces in eV per Å
-0.1 0.0 -1.3
0.7 0.1 0.6
-0.8 -0.3 0.0
0.2 0.1 0.0
-0.2 0.2 0.4
0.0 0.1 0.0
0.4 -0.1 0.1
0.0 0.0 0.1
0.0 0.0 0.0
0.0 -0.1 0.1
0.0 0.0 0.0
0.0 0.0 0.0
0.0 0.0 0.0
0.0 0.0 0.0
0.0 0.0 0.0
0.0 0.0 0.0
0.0 0.0 -0.1
0.0 0.0 0.0
0.0 0.0 0.0
0.0 0.0 0.0
0.0 0.0 0.0
-0.1 0.1 0.1
0.0 0.0 0.0
0.0 -0.1 0.0
0.0 0.0 0.0
0.0 0.0 0.0
0.0 0.0 0.0
0.0 0.0 0.0
0.0 0.1 0.0
0.0 0.0 0.0
0.0 0.0 0.0
0.0 0.0 0.0

No. 5
One molecule with the formula C4H3NO2, computed with wB97M-V/def2-TZVPD.

Total energy: -9779.5972 eV
Frontier orbital gap: 10.047 eV
Max |F|: 0.8 eV/Å
Highest occupied orbital energy: -9.9 eV
Energy relative to the best compared isomer or geometry (same formula, charge and spin): 48.18 kcal per mole
SMILES: O=CC=C=NC=O
Multiplicity: 1

Each line ends with the natural charge from an NBO analysis.
Element x y z (Å)
O: -2.9944 0.3196 -1.1251  -0.486
C: -1.9587 -0.2511 -1.2955  0.540
C: -0.3626 -0.2994 0.3728  0.553
N: -1.2570 -0.8672 -0.2176  -0.456
O: 2.3794 -0.8047 -0.0594  -0.530
C: 2.0056 0.0859 0.6719  0.407
C: 0.5989 0.3432 1.0106  -0.553
H: -1.4598 -0.3789 -2.2676  0.140
H: 2.7252 0.7822 1.1444  0.123
H: 0.3234 1.0704 1.7655  0.263

Atomic forces in eV per Å
0.5 -0.3 -0.2
-0.5 0.3 -0.1
-0.4 -0.1 -0.2
0.5 0.4 0.5
-0.1 0.4 0.2
0.1 -0.2 -0.2
-0.1 -0.1 0.0
-0.1 -0.1 0.0
0.0 -0.1 0.0
0.0 -0.1 0.0

No. 6
An isolated ion of composition C19H33OSi and charge +1 in a non-equilibrium geometry, computed with wB97M-V/def2-TZVPD.

Total energy: -30157.9819 eV
Total charge: +1
Frontier orbital gap: 7.414 eV
Max |F|: 3.1 eV/Å
Highest occupied orbital energy: -11.3 eV
Energy relative to the best compared isomer or geometry (same formula, charge and spin): 11.65 kcal per mole
Multiplicity: 1

Each line ends with the natural charge from an NBO analysis.
Element x y z (Å)
C: 3.9888 0.2455 -2.0971  -0.595
C: 2.4738 0.4065 -1.9716  -0.541
C: 1.8996 0.6570 -0.6213  0.809
C: 0.9120 1.8190 -0.3993  -0.339
C: 1.5024 2.8187 0.6474  -0.596
O: 2.4412 0.0794 0.3761  -0.705
Si: 1.9287 -1.2765 1.7828  1.919
C: 3.3371 -2.4169 2.1117  -1.177
C: 1.4232 -0.1845 3.1883  -1.187
C: 0.5798 -2.1322 0.8397  -1.185
H: 4.2397 0.3093 -3.1597  0.239
H: 4.5588 1.0246 -1.5773  0.224
H: 4.2980 -0.7431 -1.7426  0.221
H: 2.1620 1.2430 -2.6014  0.235
H: 1.9910 -0.4980 -2.3542  0.275
H: 0.9916 2.3283 -1.3698  0.222
H: 1.5132 3.8346 0.2295  0.239
H: 0.8865 2.8628 1.5587  0.219
H: 2.5240 2.5194 0.9094  0.225
H: 2.9935 -3.2231 2.7739  0.280
H: 3.6932 -2.8774 1.1826  0.267
H: 4.1790 -1.9133 2.5987  0.267
H: 0.7390 -0.7463 3.8467  0.271
H: 2.3044 0.1044 3.7851  0.269
H: 0.9201 0.7392 2.8632  0.262
H: -0.1851 -2.5342 1.5197  0.274
H: 0.0791 -1.4704 0.1203  0.272
H: 1.0325 -2.9659 0.2813  0.260
C: -1.2272 2.9597 -0.4990  -0.603
C: -0.5291 1.6464 -0.1013  -0.243
C: -1.4619 0.4232 -0.4334  -0.097
C: -2.0778 -0.2013 0.6789  0.016
C: -1.9555 0.3183 2.0964  -0.651
C: -2.8453 -1.3561 0.5228  -0.242
C: -3.2098 -1.8198 -0.7394  0.035
C: -3.9470 -3.1162 -0.8468  -0.639
C: -2.8753 -1.0055 -1.8291  -0.262
C: -2.0400 0.1132 -1.6923  0.101
C: -1.9203 1.0097 -2.8908  -0.656
H: -0.8616 3.7906 0.1165  0.216
H: -1.0200 3.1798 -1.5512  0.211
H: -2.3063 2.8689 -0.3388  0.231
H: -0.5568 1.6422 0.9841  0.224
H: -2.8233 -0.0614 2.6614  0.236
H: -1.0387 -0.0553 2.5909  0.208
H: -2.0029 1.4216 2.1610  0.220
H: -3.2256 -1.8563 1.4164  0.213
H: -4.3840 -3.2569 -1.8400  0.225
H: -3.2866 -3.9751 -0.6451  0.227
H: -4.7544 -3.1636 -0.1025  0.228
H: -3.3201 -1.2225 -2.8028  0.217
H: -2.4331 0.5349 -3.7399  0.229
H: -2.4238 1.9727 -2.7102  0.228
H: -0.8804 1.1992 -3.1869  0.205

Atomic forces in eV per Å
0.2 -0.4 0.2
-0.3 0.6 -0.4
0.8 0.2 2.2
2.1 0.1 -1.5
0.4 -0.1 -0.1
-1.0 -1.0 -0.3
-0.5 0.8 -0.8
0.5 0.4 -0.2
0.3 0.2 0.2
0.2 0.0 -0.3
0.0 -0.1 0.2
-0.2 -0.2 0.0
0.1 0.3 0.0
-0.1 -0.3 -0.1
-0.2 0.0 0.0
-0.2 -0.1 0.1
0.1 -0.4 0.1
0.3 -0.2 -0.3
-0.2 0.3 0.1
-0.1 0.2 -0.1
-0.1 0.0 0.2
-0.1 -0.1 -0.1
0.2 0.2 -0.2
-0.3 -0.1 -0.2
0.2 -0.4 0.1
0.2 0.1 -0.2
0.0 -0.2 0.3
-0.2 0.1 0.2
0.0 0.1 0.1
-2.9 -0.8 0.8
-0.5 0.5 0.0
0.4 -0.2 0.1
-0.1 -0.2 0.3
-0.1 0.4 -0.3
0.5 0.3 0.2
-0.4 -0.3 -0.1
0.0 -0.2 0.4
0.1 -0.2 0.3
0.1 0.0 -0.5
-0.1 -0.1 -0.2
-0.2 0.1 0.2
0.2 0.1 -0.1
0.0 -0.1 0.0
0.4 0.1 -0.1
-0.5 0.4 -0.1
0.1 -0.6 0.0
0.1 0.1 -0.3
0.1 0.0 0.2
-0.1 0.3 -0.1
0.2 0.0 -0.2
0.3 0.0 0.2
0.3 0.2 0.2
0.3 -0.3 -0.1
-0.2 0.1 0.1

- Which of these has the lowest total energy?
  C9H14IrNSe5Te2